Density functional theory data (ωB97M-V/def2-TZVPD) for 9 unconnected molecules or ions with the total composition C66H151N9O14.

Cartesian coordinates (Å):
O 10.0312 17.2434 14.3019
O 12.6300 17.2622 17.4310
O 11.4482 27.1150 14.1016
O 12.8555 18.9862 21.8439
O 15.6799 21.5338 24.5479
O 16.8366 12.8851 18.1587
O 9.1865 20.3821 17.9822
O 17.6539 15.4000 19.1247
O 16.2213 15.6424 13.1885
O 14.0275 25.4704 21.2031
O 17.8507 20.0468 18.5935
O 15.4704 26.7127 19.2231
O 13.4142 21.9233 15.5227
O 15.0935 22.1111 10.7585
N 12.8637 27.4233 16.7053
N 15.1720 19.2526 17.4123
N 17.2965 16.6802 16.6149
N 12.9594 24.9294 20.4214
N 15.9603 12.8640 16.9514
N 14.2438 19.2435 24.5981
N 9.3611 19.9733 15.1855
N 15.5869 21.4447 11.9127
N 17.9196 21.1518 19.5361
C 9.3091 21.3182 15.7689
C 9.6350 18.3255 13.4788
C 16.6515 27.2975 19.7489
C 17.1426 20.0517 13.8230
C 17.8982 12.6501 15.5589
C 12.5624 27.9621 14.2535
C 15.5010 19.2698 25.2738
C 14.1725 11.4455 15.2689
C 14.8662 15.4170 12.6968
C 17.1038 10.5904 16.4770
C 13.6703 26.7147 17.6354
C 17.2657 19.6323 21.3607
C 13.0619 22.8227 21.8380
C 12.6841 18.1594 23.0106
C 14.2171 18.9776 18.5418
C 18.1308 16.7294 18.9073
C 17.1010 15.3075 20.3894
C 18.3919 21.8352 21.8533
C 16.8206 19.4645 10.8364
C 14.5822 12.6716 17.4047
C 16.9183 21.5984 13.8975
C 18.5761 16.7353 17.4306
C 13.2154 23.3488 15.4541
C 11.4691 25.3410 22.4462
C 16.6092 11.9237 15.9733
C 10.6369 27.4949 13.0747
C 13.5392 27.5580 15.3812
C 13.1378 23.4130 20.4721
C 11.7209 25.5132 20.9356
C 18.6836 23.4136 19.8953
C 15.7872 20.7541 25.6909
C 8.4273 20.1851 19.1448
C 13.7176 12.5359 16.1736
C 8.5674 21.2918 17.1175
C 14.0711 13.9075 18.1193
C 16.7133 22.2407 12.4828
C 14.3945 19.5063 11.2200
C 15.7349 19.9961 11.7402
C 18.3204 20.6385 20.8780
C 18.6234 22.2532 18.8739
C 18.0129 22.2903 11.5420
C 20.0613 21.9385 18.4645
C 15.9146 19.4101 13.1372
C 10.0871 19.6746 13.9771
C 19.1896 22.9586 21.2491
C 10.5645 24.8186 20.1259
C 14.3111 21.4889 16.5052
C 13.5782 17.5485 18.5026
C 10.6278 23.3005 20.1731
C 11.3135 17.6289 17.8029
C 14.4148 11.4550 18.3694
C 17.5849 16.3050 15.2137
C 15.5980 11.7477 14.8126
C 16.1888 15.9700 14.6109
C 14.5079 19.9485 16.3224
C 12.0109 22.8814 19.6698
C 19.6430 19.9354 20.9331
C 11.5760 19.4014 21.3815
C 17.7020 22.7757 17.7227
C 16.1319 23.6806 12.6692
C 13.9723 17.9897 23.8244
C 14.4677 23.1688 19.7975
C 11.4141 17.0556 14.2992
C 14.6564 27.5831 18.3793
C 11.6322 27.0609 20.5830
C 16.0940 22.9063 24.8055
H 15.7833 22.0251 10.0534
H 14.3657 18.4347 11.2091
H 14.4257 16.8958 18.2337
H 13.3707 11.1067 18.5042
H 13.8824 21.6872 17.4285
H 8.8751 19.5722 19.8496
H 20.7806 22.2076 19.2483
H 15.5030 16.8299 14.7910
H 13.4344 19.7549 18.5777
H 17.6961 13.5876 15.0315
H 18.6515 21.4488 11.8706
H 9.4996 19.2337 15.8608
H 11.1775 17.6137 18.8981
H 11.8665 20.1970 20.6896
H 14.1908 25.9520 17.0244
H 13.1065 23.5083 22.6520
H 12.7948 23.5874 14.4483
H 15.8446 23.4690 23.8635
H 12.1197 21.7279 19.5512
H 19.7614 19.5619 21.9282
H 13.6054 19.9658 11.8447
H 17.8449 15.6177 21.1529
H 12.0231 23.1793 18.6046
H 18.4612 12.7724 16.4620
H 19.6406 19.0388 20.3128
H 14.7875 18.9539 19.4742
H 11.0263 18.5844 20.8992
H 11.9211 27.0972 16.6005
H 12.2715 17.1636 22.6119
H 17.1470 23.0840 25.0825
H 9.7004 26.9368 13.1331
H 15.2325 23.5938 20.3612
H 15.7517 24.0411 11.7052
H 15.2489 22.0263 16.4173
H 20.3354 22.4108 17.5758
H 10.5938 27.3383 20.8849
H 11.1428 19.7716 14.1815
H 13.0775 26.1970 18.3534
H 13.7470 17.1101 24.5546
H 16.9536 19.9198 18.3318
H 14.9504 19.8132 13.6178
H 14.2264 19.7853 10.1668
H 11.0935 24.3088 22.7050
H 16.7829 26.9209 20.8038
H 20.4613 20.6296 20.6520
H 11.0640 18.6894 17.5193
H 17.6481 22.1913 16.8042
H 17.7033 22.1191 14.5085
H 16.4084 9.7711 16.3521
H 11.8979 17.1721 13.3661
H 10.3152 21.7961 15.8705
H 17.8114 19.6349 11.2284
H 17.5156 27.1631 19.1722
H 9.9684 18.1200 12.4803
H 10.7943 26.1351 22.7935
H 13.9659 14.7775 17.4881
H 17.2048 13.7441 18.0804
H 12.1688 22.1512 21.9682
H 13.4269 11.2692 14.5132
H 17.7286 22.1824 10.4843
H 19.1126 23.8231 21.9714
H 13.9989 26.5576 15.1116
H 17.6842 18.9266 22.1074
H 17.4001 17.5325 18.9530
H 14.0542 28.3036 18.9577
H 16.9173 19.0090 20.5019
H 11.0813 27.3100 12.1033
H 16.6952 15.9658 16.9938
H 11.9599 17.7410 14.9448
H 18.7908 21.5816 22.8545
H 14.9208 19.8409 15.3231
H 16.3129 18.8996 24.6436
H 15.1938 21.1135 26.4940
H 15.6853 15.1735 15.1180
H 13.9253 22.1821 21.9387
H 18.9988 17.0348 19.5498
H 20.2378 22.5958 21.1501
H 14.3537 14.8024 13.3852
H 16.8042 20.7726 26.0402
H 16.2080 15.9039 20.4085
H 13.2020 27.9012 13.3268
H 19.0692 17.6840 17.1947
H 14.7697 17.6132 23.2240
H 15.4006 23.2576 25.5537
H 9.6157 25.1935 20.4903
H 11.6090 16.0869 14.7957
H 8.6001 18.3794 13.5139
H 14.1550 23.8642 15.4663
H 7.5074 19.6981 18.7976
H 12.4317 25.5905 22.8822
H 15.7047 18.4671 17.1464
H 16.7236 19.9034 9.8324
H 15.3730 23.7402 13.4358
H 12.6891 12.2636 16.4890
H 12.2520 29.0321 14.3147
H 16.4369 28.3160 19.8974
H 18.0261 10.3534 15.9350
H 17.3861 22.2274 22.0332
H 12.6113 23.7659 16.2487
H 18.0411 17.1114 14.6572
H 8.6451 21.8820 15.0590
H 16.9184 24.3663 12.9653
H 14.8361 11.6200 19.3666
H 15.0536 15.0309 11.7350
H 14.8122 10.5567 17.9685
H 14.3216 16.3637 12.6166
H 8.2165 21.1908 19.6280
H 19.3445 24.1670 19.4350
H 17.7194 23.8778 20.0250
H 10.4166 22.9238 21.2000
H 16.8959 14.2628 20.6454
H 14.6112 22.1285 19.8885
H 15.3307 28.0462 17.6922
H 17.9948 19.8208 13.1979
H 11.7264 27.2662 19.4798
H 14.2829 10.4842 15.7872
H 13.1705 17.2391 19.4934
H 15.7031 12.7460 14.3708
H 9.8309 22.9499 19.5405
H 9.8897 20.4121 13.1614
H 15.9929 21.7247 14.4404
H 14.6106 25.7565 20.4706
H 10.9832 19.8849 22.1873
H 18.1436 15.3985 15.0389
H 10.7545 25.0845 19.0591
H 11.8261 18.5315 23.6338
H 12.3566 27.6574 21.1251
H 19.2871 15.9555 17.2060
H 13.5093 13.4077 15.5947
H 15.9275 18.2870 13.2500
H 10.3861 28.6107 13.0997
H 15.9744 11.0531 14.0005
H 17.2318 10.5080 17.5072
H 13.4958 19.4827 16.1602
H 16.7583 18.3996 10.7542
H 10.5422 16.9673 17.3037
H 18.5438 12.1118 14.8748
H 14.1410 19.9733 23.9280
H 16.4136 20.0643 21.8626
H 18.1294 23.7381 17.4528
H 14.3768 28.2763 15.3543
H 20.2610 20.8628 18.3083
H 17.3142 19.4832 14.7982
H 18.4642 23.2464 11.8064
H 14.5434 23.5857 18.7895
H 8.5077 22.2983 17.5559
H 16.6859 23.0102 18.1087
H 7.5733 20.9434 16.8718
H 15.5610 18.6482 26.1344
H 14.7112 14.1267 18.9716
H 13.0222 13.7789 18.4843

Output
**Structure (SMILES)**: CC1(C)CCCC(C)(C)N1O.CC1(C)CCCC(C)(C)N1O.CC1(C)CCCC(C)(C)N1O.CC1(C)CCCC(C)(C)N1O.COCCNCCOC.COCCNCCOC.COCCNCCOC.COCCNCCOC.COCCNCCOC
**ΔE to the lowest compared entry with this formula, charge and spin**: 34.87 kcal/mol
**E**: -4150.95108 a.u.
**Total charge**: 0